[1]
{
  "formula": "C8H16N2",
  "method": "ωB97M-V/def2-TZVPD",
  "max_force_ev_per_a": 2.426,
  "orbital_gap_ev": 9.49,
  "energy_ev": -11534.70260,
  "lumo_energy_ev": 0.9,
  "e_above_lowest_kj_mol": 123.7,
  "smiles": "CCc1c[nH]cn1.CCC",
  "species": ["H", "C", "H", "H", "C", "H", "C", "C", "H", "C", "H", "H", "C", "C", "H", "H", "N", "H", "C", "N", "H", "H", "H", "H", "H", "H"],
  "coordinates": [[0.77282, -0.26154, -1.76011], [-2.39693, 0.92712, 0.21820], [3.49229, -0.93388, -1.77805], [3.26623, -1.77524, 1.23143], [2.59252, -1.50644, -1.97003], [2.46182, -1.46906, -3.05798], [1.42109, -0.98640, -1.21552], [1.98153, 1.11364, 1.60728], [-3.04969, 0.02871, -1.57009], [1.82970, -0.45318, 0.11097], [-4.03278, 1.08655, 1.62416], [-3.99220, -0.42616, 0.91865], [2.57404, -0.94967, 1.16434], [-3.30699, 0.36726, 1.28648], [-2.65909, -0.00880, 2.08352], [3.02168, -0.03152, 3.00239], [2.78893, 0.08395, 2.03057], [2.91584, -2.54642, -1.74672], [-3.15970, 1.03580, -1.11454], [1.49864, 0.84432, 0.41362], [-1.43370, 0.44093, 0.10652], [1.92421, 2.17533, 1.85120], [-2.11559, 1.91205, 0.63830], [0.52906, -1.65713, -1.11225], [-4.22067, 1.28820, -1.11871], [-2.70304, 1.70158, -1.84364]],
  "forces_ev_per_a": [[1.43, 0.54, 0.24], [-0.99, 1.90, 0.08], [0.03, 0.45, 0.14], [-0.50, -0.41, 0.00], [1.03, -1.23, -1.36], [-0.18, -0.08, 0.15], [-2.40, -0.22, 0.31], [0.46, 0.60, -1.99], [-0.45, 0.43, 0.04], [-0.13, 0.64, 0.90], [0.11, 0.68, 0.45], [0.81, -0.11, 0.09], [0.89, -0.44, -1.37], [-0.07, -1.50, -0.20], [-0.62, -0.02, 0.32], [0.35, -0.09, -0.02], [-1.45, 1.26, 0.95], [-0.58, 0.45, 0.12], [1.08, -0.99, -0.82], [-0.56, -0.15, 0.49], [-0.12, -0.52, -0.12], [0.35, -0.64, 1.14], [-0.01, -0.08, -0.60], [1.21, -0.68, 0.29], [0.04, -0.03, 0.66], [0.25, 0.22, 0.09]],
  "nbo_charge": [0.239, -0.403, 0.212, 0.213, -0.610, 0.214, -0.457, 0.134, 0.199, 0.101, 0.202, 0.194, -0.123, -0.604, 0.208, 0.412, -0.520, 0.206, -0.615, -0.456, 0.213, 0.214, 0.193, 0.221, 0.205, 0.208]
}

[2]
{
  "formula": "C23H21BrIrN3O4SbSe4",
  "method": "ωB97M-V/def2-TZVPD",
  "max_force_ev_per_a": 2.073,
  "total_charge": -2,
  "orbital_gap_ev": [5.14, 5.18],
  "energy_ev": -377659.98145,
  "lumo_energy_ev": [3.8, 3.6],
  "e_above_lowest_kj_mol": 280.4,
  "multiplicity": 2,
  "s2": 1.034,
  "species": ["H", "C", "C", "O", "C", "C", "O", "C", "H", "Se", "H", "H", "Br", "H", "N", "O", "H", "H", "C", "H", "Ir", "H", "C", "H", "C", "H", "C", "Se", "Se", "H", "H", "H", "C", "Sb", "H", "C", "C", "C", "C", "C", "Se", "O", "C", "N", "H", "C", "C", "H", "N", "C", "C", "H", "H", "H", "C", "H", "C", "C"],
  "coordinates": [[1.82358, 3.66032, -3.38373], [-2.13458, -3.63639, 2.07032], [-0.28229, 4.79447, 1.21301], [2.01525, -0.58131, -1.64493], [1.28496, 0.32619, -1.28269], [-0.49723, -5.87966, 1.73913], [1.17791, -2.11579, 2.15059], [-2.64055, 2.22658, -5.14345], [-0.34707, -1.79023, -1.70701], [6.26019, -1.59590, 4.37934], [1.92594, 3.00808, -1.73380], [1.12750, -4.47151, 1.68757], [5.64057, 0.07045, 0.84475], [-2.96538, 1.41413, -5.79727], [-0.26470, 0.13242, 1.98311], [-2.98362, -2.59954, 2.21277], [-2.32183, -7.01400, 1.85067], [-2.08532, -1.64546, -2.03489], [0.49863, 2.00512, -2.99039], [-1.37225, -0.89729, -0.59984], [1.89658, 0.55176, 1.88182], [-2.04461, 1.04334, 1.46864], [-0.03187, -2.15305, 2.02677], [-3.76124, -5.01575, 2.13633], [-0.43698, 2.43553, -3.92980], [0.14515, -6.74037, 1.60656], [-0.34008, 2.45592, 1.69232], [4.29525, -4.56781, 2.65387], [3.59663, -1.02668, 1.19398], [-2.04113, 3.56182, 1.01904], [-2.77574, 0.03393, -3.54933], [2.65263, 3.55518, 2.34293], [-0.99483, 3.61449, 1.28998], [4.06196, -2.26507, 3.58423], [-0.75698, 5.70092, 0.85787], [-0.74018, -3.48042, 1.95203], [-1.20636, -1.12037, -1.65724], [-0.99417, 1.15311, 1.71941], [0.23912, 0.85272, -2.25317], [1.62497, 3.61319, 2.01097], [2.61078, 0.54665, 4.10294], [1.26116, 0.95681, -0.16404], [-1.87349, -6.02649, 1.87619], [-0.86953, -1.06506, 1.93747], [2.64308, 2.11945, -3.06461], [1.05496, 4.79911, 1.58735], [1.79429, 2.74768, -2.78556], [-0.22827, 3.32708, -4.51629], [0.94817, 2.46354, 2.04309], [0.05528, -4.60924, 1.77978], [-1.62328, 1.74506, -4.13768], [1.65184, 5.69981, 1.54997], [-2.22909, 3.02158, -5.76744], [-2.42340, -1.77114, 2.13892], [-0.94400, 0.13552, -2.44782], [-3.53139, 2.61959, -4.64583], [-1.85875, 0.59602, -3.38874], [-2.68619, -4.91907, 2.04182]],
  "forces_ev_per_a": [[0.00, -0.02, 0.00], [0.12, -0.12, -0.07], [-0.16, -0.08, -0.03], [0.06, -0.09, 0.08], [-0.06, 0.20, 0.07], [0.00, 0.06, -0.02], [0.30, -0.53, 0.11], [0.03, -0.02, 0.06], [0.01, 0.00, 0.01], [-0.31, 0.08, 0.00], [0.00, -0.01, -0.01], [-0.01, 0.04, 0.07], [-0.05, 0.26, 0.11], [0.00, 0.01, 0.00], [0.54, -1.19, -1.15], [0.12, 0.36, -0.01], [0.01, 0.00, 0.00], [0.01, 0.02, 0.01], [0.02, 0.02, -0.01], [0.03, -0.01, 0.00], [-0.08, 1.69, 1.20], [0.01, -0.01, 0.13], [-0.47, 0.23, 0.01], [0.02, 0.01, 0.02], [0.00, 0.01, 0.04], [-0.02, -0.01, 0.01], [-0.50, -0.55, -0.06], [-0.31, 0.23, 0.12], [-0.39, -0.79, -0.10], [0.02, 0.01, -0.05], [0.02, 0.02, 0.01], [0.02, -0.04, -0.09], [-0.09, 0.25, -0.06], [0.68, -0.24, 0.04], [-0.02, -0.01, 0.03], [-0.16, 0.20, -0.03], [-0.03, 0.05, -0.05], [0.05, 0.93, 0.15], [0.03, -0.06, -0.11], [0.12, 0.00, 0.10], [0.18, -0.18, -0.96], [0.05, 0.02, 0.08], [0.03, 0.00, 0.00], [0.05, -0.12, 0.34], [0.00, 0.00, 0.02], [0.08, -0.07, 0.09], [-0.06, 0.02, -0.01], [0.00, -0.01, 0.02], [0.17, -0.18, -0.11], [0.02, -0.14, 0.02], [-0.01, -0.01, -0.02], [0.00, -0.01, 0.03], [-0.01, -0.01, 0.00], [-0.07, -0.22, 0.01], [0.00, -0.04, -0.01], [0.00, 0.00, -0.02], [-0.02, 0.01, 0.01], [0.03, 0.05, -0.04]],
  "nbo_charge": [0.192, 0.423, -0.167, -0.657, 0.766, -0.274, -0.656, -0.618, 0.247, -0.804, 0.238, 0.264, -0.213, 0.206, -0.171, -0.730, 0.192, 0.199, -0.003, 0.236, 0.677, 0.189, 0.640, 0.202, -0.236, 0.207, 0.190, -0.724, 0.098, 0.215, 0.190, 0.229, -0.235, 0.862, 0.206, -0.248, -0.653, -0.015, -0.047, 0.081, -0.443, -0.810, -0.191, -0.536, 0.231, -0.284, -0.642, 0.186, -0.418, -0.130, -0.040, 0.214, 0.202, 0.504, 0.015, 0.204, -0.234, -0.327]
}

[3]
{
  "formula": "C5H6N2O2",
  "method": "ωB97M-V/def2-TZVPD",
  "max_force_ev_per_a": 5.109,
  "orbital_gap_ev": 8.97,
  "energy_ev": -12354.63058,
  "lumo_energy_ev": 0.6,
  "e_above_lowest_kj_mol": 288.5,
  "smiles": "[H]/N=C(\\O)c1coc(N)c1",
  "species": ["H", "H", "H", "H", "O", "N", "C", "O", "H", "C", "C", "C", "N", "H", "C"],
  "coordinates": [[-2.82225, 0.17710, 2.33880], [0.08659, -2.60043, -0.05072], [-2.76442, 0.74320, -0.13931], [2.68422, 1.70277, -1.33356], [-2.96534, 0.21018, 0.63848], [2.65596, 0.69239, -1.28980], [0.42850, 0.71154, -0.11233], [1.39512, -1.17526, -0.80884], [2.98410, 0.26115, -2.14679], [1.49180, 0.17448, -0.78109], [0.27803, -1.53496, -0.13176], [-1.56457, -0.40919, 1.13506], [-1.71422, -0.30377, 2.37300], [0.20436, 1.76511, 0.01795], [-0.37786, -0.41431, 0.29091]],
  "forces_ev_per_a": [[3.75, -1.91, 0.99], [-0.01, 0.42, -0.02], [-0.34, 0.09, -0.35], [-0.07, -0.23, 0.00], [2.58, -1.16, -1.85], [0.31, 0.24, -0.35], [-0.07, 0.17, -0.41], [0.55, 0.02, -0.03], [-0.11, 0.05, 0.20], [-0.70, -0.06, 0.49], [-0.70, 0.38, 0.02], [-3.60, 3.47, 1.07], [-2.10, 0.33, 0.37], [0.12, -0.31, 0.08], [0.41, -1.50, -0.21]],
  "nbo_charge": [0.402, 0.219, 0.466, 0.392, -0.804, -0.814, -0.376, -0.413, 0.393, 0.475, 0.119, 0.504, -0.578, 0.234, -0.218]
}

> Which formula does entry 1 have?

C8H16N2